Here is a 2-piece molecular cluster, BrClFN overall in a non-equilibrium geometry from OMol25. Energies are from the ωB97M-V functional and the def2-TZVPD basis.

Geometry as XYZ:
```
4
Properties=species:S:1:pos:R:3:forces:R:3:lowdin_charge:R:1
Br 0.183146 0.159700 0.440278 0.1 -0.6 2.7 0.71
Cl 1.847756 -2.617219 1.570387 0.0 0.0 0.0 0.00
F -1.605772 1.605002 -0.992400 0.7 -0.8 1.3 -0.18
N -0.425130 0.852517 -1.018266 -0.8 1.3 -3.9 -0.53
```
Forces are in eV/Å.

The multiplicity is 1. The calculation puts the relative energy (zero: lowest compared OMol25 entry of this formula, charge and spin) at 195.2 kJ/mol. For the HOMO-LUMO gap (spin up / spin down), the calculation gives 9.73 / 5.77 eV. As for the total charge: 0. As for the total energy: -86766.506 eV. Its HOMO energy (spin up / spin down) is -11.03 / -10.12 eV.

Here is an isolated ion of composition C6H12N3 and charge +1 in a non-equilibrium geometry from OMol25. Energies are from the ωB97M-V functional and the def2-TZVPD basis.

Geometry as XYZ:
```
21
Properties=species:S:1:pos:R:3:forces:R:3:lowdin_charge:R:1
N -0.247034 0.040511 0.424804 -1.6 -0.7 -0.3 0.14
N -2.190679 -0.001976 -0.951177 -0.2 1.4 -1.4 0.07
N -2.879645 1.003850 -1.372848 3.2 -0.2 -2.5 0.17
C -0.712745 -1.016551 1.044910 3.7 2.7 -0.6 -0.10
C -2.760332 -0.812604 -0.042041 -2.1 -0.6 0.1 -0.11
C 1.133817 0.411390 0.138498 0.3 0.0 -1.7 -0.39
C 2.219352 -0.340487 0.854913 0.1 3.3 1.9 -0.07
C 1.420362 0.248588 -1.434271 1.8 -0.4 1.7 -0.01
C -2.026485 -1.387968 0.916115 -1.5 -0.8 0.5 -0.02
H 1.963028 -0.305131 1.930989 0.4 -1.4 -0.4 0.10
H -2.510703 -2.088886 1.584084 0.2 -0.1 0.0 0.13
H 2.408111 -1.123543 0.229461 0.3 -3.4 -0.2 0.05
H -0.025777 -1.502819 1.684160 0.6 -1.1 0.6 0.12
H 1.262590 1.136377 -1.991027 0.3 1.1 -0.3 0.06
H 0.730680 -0.415332 -1.838975 -1.1 -1.6 -0.7 0.04
H 3.188332 0.199342 0.812931 -0.7 0.2 -0.1 0.11
H -3.592682 1.380267 -0.863381 -2.6 0.9 1.9 0.10
H 2.486850 -0.180477 -1.577844 -1.8 1.0 0.1 0.12
H -2.563361 1.670442 -2.156981 0.0 -2.0 1.5 0.20
H -3.853145 -1.067434 -0.017579 0.9 0.8 -0.5 0.16
H 1.193967 1.458002 0.323573 -0.2 0.9 0.4 0.12
```
Forces are in eV/Å.

The multiplicity is 1. The calculation puts the relative energy (zero: lowest compared OMol25 entry of this formula, charge and spin) at 504.1 kJ/mol. For the HOMO-LUMO gap (spin up / spin down), the calculation gives 7.76 / 7.75 eV. As for the total charge: +1. As for the total energy: -10876.093 eV. Its HOMO energy (spin up / spin down) is -13.66 / -13.66 eV.

Here is an isolated molecule of C4H4N2O in a non-equilibrium geometry from OMol25. Energies are from the ωB97M-V functional and the def2-TZVPD basis.

Geometry as XYZ:
```
11
Properties=species:S:1:pos:R:3:forces:R:3:lowdin_charge:R:1
O 2.329608 -0.964712 -0.100968 -0.4 0.0 0.0 0.08
N 0.106567 -1.513825 -0.058575 0.0 0.1 0.0 0.14
N -1.454262 0.266967 0.062419 0.5 0.5 0.0 0.00
C 1.188362 -0.574731 -0.057614 0.4 0.1 0.0 -0.46
C -0.594955 1.311353 0.066284 0.1 0.1 0.0 -0.02
C -1.089820 -1.084823 -0.001292 0.5 0.0 0.0 -0.15
C 0.822529 0.882405 -0.001742 1.0 0.8 0.0 -0.16
H 1.516957 1.530629 -0.643852 -1.4 -0.9 -1.1 0.16
H -1.921250 -1.801632 0.001096 0.2 0.3 0.0 0.13
H 1.553761 1.494516 0.633861 -1.3 -1.0 1.1 0.15
H -2.457499 0.453854 0.100378 0.5 0.1 0.0 0.13
```
Forces are in eV/Å.

The multiplicity is 1. The calculation puts the relative energy (zero: lowest compared OMol25 entry of this formula, charge and spin) at 302.7 kJ/mol. For the HOMO-LUMO gap, the calculation gives 8.31 eV. As for the total charge: 0. As for the total energy: -9237.350 eV. Its HOMO energy is -8.75 eV.

Here is C35H24BrN8O11SV as an isolated structure in a non-equilibrium geometry from OMol25. Energies are from the ωB97M-V functional and the def2-TZVPD basis.

Geometry as XYZ:
```
81
Properties=species:S:1:pos:R:3:forces:R:3:lowdin_charge:R:1
Br 5.472996 -0.703473 2.625477 0.0 0.0 0.0 0.71
V -0.592544 0.055229 -0.568965 1.8 -0.9 0.3 1.02
S -0.563256 1.471514 2.400519 0.0 -0.5 -0.1 0.59
O 0.381486 -1.753771 -0.592136 -0.7 0.4 -0.1 -0.17
O -2.427154 0.653230 -4.297328 0.0 -0.3 0.0 0.08
O 0.497649 -3.783101 -7.338824 0.2 0.0 -0.1 0.05
O 2.069999 0.985597 -2.598761 0.0 0.1 0.0 0.05
O -1.781261 2.006801 2.968373 0.0 0.0 0.0 -0.31
O 2.055676 -2.920932 -1.443955 0.2 -0.2 0.1 -0.02
O 1.291233 0.786984 -0.495812 -0.6 0.2 -0.2 -0.13
O -1.895964 0.155580 -6.318493 -0.1 0.0 -0.1 0.05
O 0.265756 2.351826 1.633128 -0.1 0.0 0.0 -0.28
O -0.627649 -0.134792 -2.426200 -0.6 0.4 -1.2 -0.16
O 1.701894 -4.754419 -5.842585 0.1 0.1 -0.1 0.06
N -0.854987 0.137558 1.516941 -1.0 -0.1 0.0 -0.20
N -1.789805 0.014209 -5.113564 0.7 0.0 0.4 -0.34
N 0.960219 -3.866532 -6.216001 -0.5 0.1 0.5 -0.36
N -3.299274 3.387701 -0.376021 0.2 0.0 -0.1 0.15
N -1.752770 1.850312 -0.747788 0.1 0.2 -0.1 0.05
N 1.065032 -2.187188 -1.652911 0.1 0.2 0.0 -0.31
N 5.964913 0.540869 -1.257470 -0.1 0.0 0.0 0.07
N -2.285098 -1.252938 -0.321416 0.2 0.4 0.4 0.04
C 1.014091 -2.979774 -3.911793 -0.1 0.3 0.0 0.08
C 0.319773 1.439931 4.993322 0.1 0.0 0.0 -0.05
C 3.597626 0.552666 -0.843518 0.0 0.0 -0.1 -0.09
C -2.179392 5.322564 -1.589185 0.0 -0.1 0.0 -0.03
C -1.042326 5.591767 -2.322645 0.1 0.0 0.0 -0.09
C 2.206709 0.796296 -1.396282 0.2 -0.1 0.2 -0.57
C 2.060696 -0.676236 4.569744 0.0 0.0 0.0 -0.04
C -0.798630 -0.986366 -4.641859 -0.4 0.0 -0.6 -0.05
C -0.325617 -1.011807 -3.320945 0.1 0.1 0.9 -0.25
C -2.306141 4.021067 -1.112813 -0.2 0.1 0.1 -0.18
C -3.818525 -2.686366 2.712440 0.1 0.0 -0.2 -0.05
C 0.580483 -2.067319 -2.965508 -0.1 -0.1 0.1 -0.08
C 1.273668 -0.217267 3.527286 0.0 0.0 0.1 -0.04
C 2.875743 -0.580454 6.946150 0.1 0.0 0.1 -0.05
C 5.095862 -0.102084 0.863752 0.0 0.0 0.0 -0.65
C 3.794878 0.116703 0.456528 0.0 0.0 0.0 -0.03
C -3.179343 -1.930900 3.648526 0.2 0.2 0.0 -0.07
C -3.862808 -2.898437 -1.006045 0.2 0.2 0.0 -0.03
C -2.901868 2.111045 -0.191651 -0.1 -0.1 0.3 -0.13
C -2.542210 -1.529115 0.991504 0.1 0.3 -0.1 -0.14
C -1.838261 -0.762840 1.988633 0.3 0.2 -0.4 -0.23
C -0.370911 -1.900375 -5.608436 0.1 0.1 0.4 0.06
C -4.151686 -3.181884 0.294344 0.0 0.0 0.1 -0.01
C -1.346950 3.044559 -1.351208 0.2 -0.3 -0.1 -0.18
C 1.997345 -0.089674 5.830135 0.0 0.0 0.0 -0.27
C -0.076786 4.601823 -2.582548 0.0 0.0 0.0 -0.07
C -3.508510 -2.481839 1.343317 -0.2 -0.2 0.2 -0.15
C 0.524665 -2.861811 -5.210152 0.3 -0.4 -0.5 -0.14
C 6.146202 0.119014 -0.010443 0.1 0.0 0.1 -0.21
C 1.116058 0.967251 6.026504 0.0 0.1 0.0 -0.04
C -2.910750 -1.891514 -1.274668 -0.2 -0.1 0.0 -0.07
C 4.709606 0.742473 -1.654547 0.0 0.0 -0.1 -0.07
C -2.201551 -0.970717 3.296684 -0.2 -0.2 0.2 -0.01
C 0.407960 0.847273 3.743221 0.1 0.0 0.1 -0.29
C -0.208942 3.313077 -2.109366 -0.1 0.1 0.0 0.03
H -0.893042 6.588302 -2.717388 0.0 0.0 0.0 0.10
H 0.792486 4.855017 -3.174409 0.0 0.0 0.0 0.10
H 1.707680 -3.752420 -3.624506 0.0 0.0 -0.1 0.12
H 1.309511 -0.693067 2.556260 0.0 0.0 -0.1 0.11
H 2.996930 -1.663193 6.906855 0.0 0.0 0.0 0.08
H 2.464633 -0.318167 7.921115 0.0 0.0 0.0 0.07
H -0.740949 -1.844480 -6.618877 0.0 0.0 0.0 0.12
H -2.667834 -1.598813 -2.289230 0.0 0.0 0.0 0.12
H -4.109930 3.805246 0.040153 0.0 0.0 0.0 0.16
H 2.736912 -1.503349 4.394042 0.0 0.0 0.0 0.10
H 7.166033 -0.054521 0.313276 0.0 0.0 0.0 0.09
H -1.740911 -0.402579 4.088940 0.0 0.0 0.0 0.10
H -3.473868 1.404937 0.389815 0.0 0.0 0.0 0.14
H -0.371160 2.255054 5.155952 0.0 0.0 0.0 0.11
H 0.515405 2.538406 -2.325876 0.0 0.0 0.0 0.09
H -4.558083 -3.425918 2.989731 0.0 0.0 0.0 0.11
H -4.883292 -3.940993 0.546830 0.0 0.0 0.0 0.12
H 2.945147 -0.042041 1.104370 0.0 0.0 0.0 0.10
H -4.341400 -3.411485 -1.827410 0.0 0.0 0.0 0.11
H -3.413600 -2.056146 4.697908 0.0 0.0 0.0 0.10
H 4.559219 1.072430 -2.674387 0.0 0.0 0.0 0.12
H 3.873048 -0.139846 6.879529 0.0 0.0 0.0 0.08
H 1.048864 1.427422 7.005478 0.0 0.0 0.0 0.11
H -2.929042 6.079218 -1.402825 0.0 0.0 0.0 0.10
```
Forces are in eV/Å.

The multiplicity is 4. The calculation puts the relative energy (zero: lowest compared OMol25 entry of this formula, charge and spin) at 87.7 kJ/mol. For the HOMO-LUMO gap (spin up / spin down), the calculation gives 5.73 / 7.95 eV. As for the total charge: -1. As for the total energy: -177692.662 eV. Its HOMO energy (spin up / spin down) is -3.93 / -6.24 eV. The expectation value of S² is 3.7774.

Here is C30H60Cu2O15S2 as an isolated structure in a non-equilibrium geometry from OMol25. Energies are from the ωB97M-V functional and the def2-TZVPD basis.

Geometry as XYZ:
```
109
Properties=species:S:1:pos:R:3:forces:R:3:lowdin_charge:R:1
Cu -2.086366 1.984927 -0.954540 0.3 -2.0 2.1 0.89
Cu 1.907791 -1.357574 0.511824 0.4 0.4 -0.1 0.75
S -0.097867 0.217379 -0.454274 4.5 -2.8 2.0 0.28
S 1.194410 1.157879 -6.788053 -0.4 0.6 1.0 0.77
O 1.636207 2.713365 -6.336862 -1.0 -1.5 0.4 -0.19
O -1.655084 3.473419 0.908350 -0.4 -0.2 -1.3 -0.22
O 2.057952 -3.389859 0.341645 0.2 -0.1 -0.2 -0.18
O -1.099758 0.767693 0.390446 -3.9 1.6 3.0 -0.25
O -3.973874 1.638183 0.518872 1.1 1.1 -2.4 -0.22
O -0.015383 -1.240789 -0.467457 -0.8 -1.0 -0.5 -0.28
O 3.492326 -0.890904 2.056931 -1.5 0.2 -0.1 -0.22
O 0.803514 1.068248 -8.188028 0.6 0.5 3.2 -0.21
O -0.434603 0.785167 -1.707289 -0.8 2.5 -4.4 -0.23
O -3.270393 0.459106 -1.822307 -0.6 -0.9 -0.9 -0.23
O 3.312664 -0.860000 -1.061765 -0.7 -1.3 1.1 -0.23
O 2.109207 0.189236 -6.204218 -1.2 1.6 -1.0 -0.25
O -0.137337 1.235682 -5.773779 -0.8 -2.0 -2.4 -0.22
O 0.961558 -1.790027 2.387826 -0.8 -0.2 0.8 -0.19
O 1.235098 0.574800 0.105946 0.5 0.3 0.0 -0.29
C 4.782925 0.956531 2.709182 -0.7 0.2 0.7 -0.14
C 1.210378 -1.794427 3.821995 2.0 -1.0 0.7 -0.19
C -2.449323 5.260605 2.168087 -0.7 0.1 -0.7 -0.14
C 4.107183 0.331012 -1.128547 -0.2 0.3 -1.7 -0.16
C 3.374302 0.392344 2.702649 0.1 0.2 1.3 -0.18
C 3.426340 -0.406789 -3.297023 0.8 -1.9 -0.7 -0.15
C -3.795862 1.309602 1.869102 -1.9 -0.2 1.0 -0.17
C -2.242095 4.759903 0.753778 -0.2 0.9 -0.1 -0.20
C -4.722715 -1.396006 -2.296664 0.8 -0.4 -2.1 -0.14
C 0.837157 -5.264858 -0.160075 -1.5 -1.6 -0.2 -0.17
C 2.323616 -4.418782 1.346330 0.9 0.1 1.2 -0.14
C -0.004252 2.006663 -4.624566 2.1 -0.2 -0.4 -0.23
C -5.355108 1.929621 0.214601 0.0 -0.8 -1.0 -0.18
C 0.856574 3.137621 -5.156602 0.2 1.3 -0.1 -0.14
C -3.556454 0.518808 -3.239296 0.2 -0.3 -1.2 -0.12
C -0.867784 -2.570627 3.625204 -1.6 -1.5 1.2 -0.17
C 4.379078 0.494779 -2.637217 0.8 1.8 1.3 -0.17
C -4.229124 -0.876871 -3.651399 0.7 1.5 -0.2 -0.11
C 3.425170 -1.616733 -2.297748 -0.2 2.0 -1.2 -0.10
C 4.866217 -1.276579 2.034266 0.2 0.7 -0.7 -0.16
C -1.382586 4.609383 2.975791 1.9 -1.0 1.0 -0.14
C 1.428629 -4.070651 -0.763180 -0.2 0.2 -1.2 -0.20
C -0.777917 3.521383 2.055503 -0.4 -0.1 0.1 -0.15
C 0.394829 -2.903822 4.409613 -1.0 1.3 -0.7 -0.13
C 5.572716 -0.326561 2.994049 0.3 0.0 -1.3 -0.12
C -0.425163 -2.241417 2.251941 -0.2 0.5 -0.4 -0.17
C -3.613708 -0.888067 -1.425234 -1.6 -0.1 3.1 -0.18
C -5.209961 1.630710 2.493458 1.4 1.2 1.2 -0.11
C 1.928819 -5.757336 0.793322 -0.3 0.1 -0.7 -0.11
C -5.884784 2.545478 1.439770 -0.5 -0.8 1.8 -0.14
H -4.993307 -0.850916 -4.428213 -0.1 0.5 0.2 0.12
H 2.761680 -6.228443 0.271300 -0.1 0.0 -0.3 0.13
H -2.589826 0.635902 -3.729214 0.1 -0.3 -0.3 0.10
H -3.399796 -1.415605 -4.109748 -0.1 -0.5 0.4 0.12
H 0.709192 -3.430051 -1.273217 0.1 0.2 0.3 0.12
H 0.981800 -0.868039 4.348924 0.0 0.3 -0.6 0.14
H 0.527514 -5.955135 -0.944767 0.3 -0.3 0.0 0.14
H 3.134326 0.227532 3.753053 -0.4 -0.2 0.1 0.11
H -0.108621 -4.997829 0.311407 0.1 -0.1 0.6 0.12
H -1.501108 -3.457754 3.623374 -0.4 0.2 -0.1 0.13
H 4.901654 -2.358498 2.161905 0.3 0.2 0.1 0.13
H 3.387577 -4.383113 1.580437 -0.1 0.3 0.2 0.13
H -3.254093 4.760729 0.348872 0.1 -0.8 -0.6 0.12
H 0.178359 3.942702 -5.439396 0.3 0.1 -0.5 0.13
H -5.022433 2.227737 3.385917 -0.1 0.0 0.2 0.11
H -0.967705 2.347081 -4.245137 0.0 -0.1 -0.3 0.12
H 0.802077 -3.874089 4.125298 -0.1 0.0 0.3 0.12
H 2.218985 -2.126143 4.068524 0.6 0.9 -0.8 0.13
H -0.537578 5.204149 3.322676 -0.2 0.6 -0.3 0.12
H 5.158244 -0.942174 1.038785 0.7 -0.8 -0.2 0.10
H -4.075793 1.453703 -3.449932 -0.6 -0.2 0.1 0.12
H -4.750972 -2.485642 -2.297977 0.0 0.0 0.1 0.13
H -1.655345 5.409091 0.103872 0.4 0.0 0.1 0.13
H 2.108611 -4.461667 -1.520045 0.8 0.7 0.1 0.14
H 4.348203 -2.194008 -2.244361 0.0 0.0 -0.4 0.14
H -1.001813 -1.419527 1.827602 0.0 -0.2 -0.1 0.11
H 4.214791 1.544590 -2.880123 0.2 0.0 -0.3 0.12
H 3.492633 1.190635 -0.861198 0.1 -0.3 0.9 0.12
H 2.571152 1.003792 2.291350 0.2 -0.2 -0.5 0.12
H 5.079379 0.232285 -0.645642 -0.4 0.0 0.6 0.12
H 1.712685 -4.269878 2.236671 0.2 0.7 -0.1 0.11
H 3.839155 -0.632579 -4.280230 -0.5 -0.4 -0.1 0.12
H 6.602798 -0.174056 2.671910 0.1 -0.3 0.4 0.13
H 0.235933 3.780020 1.750002 0.0 -0.1 -0.1 0.13
H 5.499882 -0.618933 4.041574 0.1 0.1 -0.1 0.13
H 4.987023 1.631189 3.540609 -0.4 0.3 -0.2 0.13
H 4.901595 1.502701 1.773390 0.9 -0.4 -0.1 0.12
H -2.975607 1.911089 2.260874 -0.1 -0.2 0.1 0.10
H -2.810859 -1.608411 -1.268256 0.6 0.4 -0.9 0.13
H -1.446492 -1.748495 4.046263 0.2 0.0 0.3 0.13
H 2.426705 0.011085 -3.416233 0.0 -0.2 0.2 0.11
H -5.572162 3.571589 1.633307 0.2 0.0 -0.4 0.11
H 0.536458 1.425190 -3.877821 -0.2 0.0 0.3 0.10
H -2.515085 6.348495 2.151925 -0.1 -0.1 0.5 0.14
H -5.735549 0.761466 2.888780 -0.2 -0.1 -0.8 0.12
H -0.557684 -3.131018 1.636181 0.7 0.2 -0.5 0.12
H -4.058307 -0.824746 -0.432038 0.3 0.4 0.4 0.12
H 5.433995 0.276266 -2.803055 -0.2 -0.2 -0.5 0.13
H 2.562275 -2.227355 -2.563599 -0.1 -0.1 0.9 0.12
H -0.812501 2.525526 2.497285 0.2 0.0 -0.1 0.11
H 0.299314 -2.736848 5.482508 0.0 -0.5 -0.1 0.14
H -3.615646 0.240459 1.981167 0.4 0.0 -0.1 0.12
H -3.407549 4.784797 2.376709 -0.2 0.5 0.8 0.11
H -5.789935 0.953639 -0.000993 -0.5 -0.1 0.2 0.13
H 1.523079 3.537268 -4.392299 0.3 -0.2 -0.3 0.13
H 1.609991 -6.455131 1.567609 -0.2 0.2 0.0 0.13
H -5.748731 -1.047502 -2.178584 0.3 0.3 0.7 0.13
H -5.517572 2.490035 -0.706067 0.8 0.3 0.0 0.13
H -1.691895 4.132868 3.906046 -0.6 0.1 -0.1 0.12
H -6.970257 2.529124 1.537682 0.0 -0.1 -0.2 0.13
```
Forces are in eV/Å.

The multiplicity is 3. The calculation puts the relative energy (zero: lowest compared OMol25 entry of this formula, charge and spin) at 261.1 kJ/mol. For the HOMO-LUMO gap (spin up / spin down), the calculation gives 8.75 / 5.97 eV. As for the total charge: +2. As for the total energy: -173725.016 eV. Its HOMO energy (spin up / spin down) is -14.66 / -14.65 eV. The expectation value of S² is 2.0049.